Record 1
50
Properties=species:S:1:pos:R:3:forces:R:3 method="wB97M-V/def2-TZVPD" spin_multiplicity=2 gap_ha="0.274 / 0.287" s2=0.759 relative_energy_ev=0.360
Ti 1.499839 1.126097 -0.925931 0.205 0.345 -0.160
C 1.469430 -2.167166 -0.893500 -0.017 -0.042 -0.042
N 1.029889 -1.235373 0.147462 -0.069 -0.123 0.307
C -0.149118 -1.433599 0.855495 -0.054 -0.055 0.035
C -0.012958 -0.776167 2.023898 -0.003 -0.011 -0.007
N 1.238500 -0.198716 2.071886 0.132 0.040 0.023
B 1.715533 0.754406 3.224827 -0.003 0.001 -0.040
N 2.279589 2.090090 2.619655 -0.072 -0.051 0.008
C 3.411327 2.689898 3.111581 -0.015 0.135 -0.013
C 3.597378 3.856420 2.447005 0.062 -0.113 0.023
N 2.582802 3.949001 1.525991 0.026 0.003 0.024
C 2.395593 5.032837 0.573476 -0.018 -0.003 -0.005
C 1.795827 2.861138 1.641802 -0.032 0.022 -0.083
S 0.403726 2.595351 0.625038 -0.068 -0.027 0.062
C 1.887457 -0.508110 0.949565 -0.301 0.047 -0.307
S 3.348447 0.107415 0.288444 0.236 -0.084 0.014
H 0.582171 -2.536265 -1.396999 -0.024 0.022 -0.017
H 2.006846 -2.995240 -0.431725 0.022 0.013 -0.007
H 2.117604 -1.671819 -1.609946 0.015 0.013 0.001
H -0.967512 -1.998535 0.442070 0.017 0.004 -0.007
H -0.711708 -0.632664 2.828119 0.002 -0.008 -0.003
H 2.620747 0.244657 3.830552 0.004 -0.007 0.023
H 0.746422 0.982211 3.900406 -0.002 0.001 0.021
H 3.986864 2.232215 3.894901 -0.012 0.004 0.009
H 4.356376 4.612233 2.536374 -0.001 -0.006 -0.011
H 3.205005 5.744176 0.712804 -0.002 0.003 0.000
H 1.440400 5.522747 0.749106 -0.006 0.001 0.005
H 2.423195 4.641738 -0.441574 -0.002 0.008 0.004
C -4.247007 -3.805317 -0.447629 0.001 0.001 0.000
C -3.351451 -2.730617 -1.002026 -0.023 0.026 0.024
C -2.454626 -2.997107 -2.025973 0.030 0.004 -0.029
C -1.639338 -2.004661 -2.570836 -0.066 -0.035 -0.002
C -0.769822 -2.358868 -3.749112 0.024 -0.032 0.046
C -1.689028 -0.710136 -2.036288 -0.045 0.045 -0.002
Te -0.369131 0.778599 -2.802170 0.098 -0.055 0.068
C -2.623102 -0.408012 -1.033224 -0.004 -0.061 -0.010
C -2.773126 0.969441 -0.453570 0.028 0.000 0.014
C -3.433587 -1.424558 -0.535374 -0.002 -0.011 -0.015
H -3.923361 -4.794213 -0.770636 0.000 0.000 0.004
H -5.275535 -3.664001 -0.785550 0.000 -0.002 -0.002
H -4.258293 -3.788655 0.643068 0.001 0.000 -0.003
H -2.400278 -4.001875 -2.432986 0.005 0.010 -0.002
H -0.807375 -3.431266 -3.942291 0.009 0.014 -0.013
H 0.267859 -2.060722 -3.598765 0.025 -0.012 -0.012
H -1.106044 -1.837173 -4.647273 -0.017 0.010 0.009
H -1.933056 1.207118 0.202295 0.009 0.016 0.012
H -3.687826 1.036031 0.134989 -0.001 0.013 0.001
H -2.796949 1.733383 -1.230614 -0.003 -0.002 -0.010
H -4.150859 -1.184049 0.243283 0.002 -0.005 0.000
I 3.122258 2.587685 -2.460099 -0.093 -0.054 0.065

***

Record 2
52
Properties=species:S:1:pos:R:3:forces:R:3 method="wB97M-V/def2-TZVPD" gap_ha=0.338
N -0.214938 -2.350412 3.686436 0.394 0.206 -0.259
C -0.576429 -1.882937 2.699317 -1.107 -0.612 0.098
O -1.280682 -1.508856 1.644031 -1.250 0.734 1.926
C -1.659771 -0.207357 1.685314 -0.499 0.960 -0.227
C -2.711471 0.280020 1.009014 -0.068 -0.938 -0.525
O -3.530949 -0.489989 0.244451 -0.481 0.805 0.482
B -4.634687 -0.904721 1.044928 -0.136 -0.820 -0.109
O -4.471326 -2.078784 1.769754 -0.329 0.398 -0.445
O -5.802949 -0.192977 1.084307 1.019 0.570 0.315
C -2.839099 1.768469 1.217371 0.742 -1.713 -0.191
O -3.674343 2.523850 0.869908 0.107 0.340 0.096
O -1.704193 2.080502 1.943701 -0.123 1.198 0.546
C -1.028107 0.963145 2.402069 -0.400 -0.593 -0.464
O -0.177336 1.036678 3.218955 0.164 -0.073 -0.141
H -4.612409 -2.841017 1.193730 0.254 -0.142 0.318
H -6.001670 0.034149 2.003242 -0.589 -0.295 -0.183
C 2.841627 -1.379355 -2.351568 0.545 0.067 0.288
C 2.234876 -0.026659 -2.011426 0.051 -0.191 -0.184
C 2.166838 0.237599 -0.501683 -0.176 -0.065 -0.229
C 1.335592 -0.776598 0.159559 0.018 0.148 0.200
N 0.675228 -1.563787 0.677730 2.398 -0.035 -1.373
H 2.240133 -2.200515 -1.956170 0.004 0.018 0.028
H 2.893458 -1.504435 -3.428440 0.276 0.152 0.481
H 3.854193 -1.468185 -1.944781 -0.055 0.017 0.119
H 1.232194 0.030902 -2.440383 0.005 0.067 0.027
H 2.828856 0.760331 -2.479415 -0.040 0.071 0.091
H 1.738353 1.222576 -0.308418 0.002 -0.027 0.098
H 3.165074 0.212019 -0.062206 -0.029 -0.039 0.056
C -2.194069 5.412741 4.625314 -0.014 0.024 -0.034
C -0.964090 4.978076 3.836226 -0.285 0.010 0.016
C 0.305323 4.921851 4.692857 -0.159 0.219 -0.153
C 0.612728 6.245108 5.252428 0.196 -0.077 0.102
N 0.853238 7.282182 5.684903 -0.077 -0.113 -0.079
H -2.081452 6.424401 5.018389 0.038 -0.028 0.041
H -3.076639 5.409216 3.984740 0.000 -0.034 0.017
H -2.381175 4.737963 5.463614 -0.006 0.020 0.004
H -0.815725 5.666924 3.001742 0.100 -0.035 0.003
H -1.145486 3.991968 3.409121 0.140 0.015 0.012
H 1.152788 4.593346 4.090548 0.047 -0.001 0.076
H 0.180592 4.213945 5.513776 0.032 0.018 0.015
C 3.384365 -4.687424 -6.296684 0.023 -0.018 0.022
C 2.502994 -5.178162 -5.153452 0.230 -0.026 -0.145
C 1.154322 -4.451807 -5.085792 0.268 0.011 0.127
C 1.352950 -3.012761 -4.874463 -0.297 0.072 -0.133
N 1.521468 -1.887862 -4.709132 -0.609 -0.405 -0.785
H 3.642737 -3.633872 -6.179297 -0.057 0.007 -0.012
H 4.317748 -5.249675 -6.325189 -0.020 -0.011 -0.026
H 2.884613 -4.812454 -7.259379 0.018 0.017 -0.001
H 3.036451 -5.049002 -4.209449 -0.094 -0.016 0.041
H 2.320936 -6.247401 -5.274693 -0.099 0.021 0.063
H 0.554455 -4.844641 -4.264028 -0.057 0.068 -0.015
H 0.594864 -4.596314 -6.011409 -0.017 0.051 0.006

***

Record 3
53
Properties=species:S:1:pos:R:3:forces:R:3 method="wB97M-V/def2-TZVPD" gap_ha=0.176
C 0.624328 3.693059 -3.605917 0.436 0.242 -0.049
C -0.626928 3.095829 -3.528043 -0.402 -0.274 0.110
C -0.829842 1.921850 -2.772728 1.026 1.506 -0.845
C 0.264694 1.334767 -2.156990 -1.155 -1.225 0.070
C 1.508142 1.920289 -2.247606 0.493 1.556 -0.669
C 1.714917 3.120866 -2.947016 -0.115 -0.635 0.308
C -2.240028 1.433126 -2.676258 -0.560 -0.104 0.691
C -2.462665 0.268928 -1.696759 -0.466 0.370 -0.747
N -1.916275 -1.063227 -2.092997 -1.669 -0.249 -1.398
Ba -0.895691 -1.588885 0.122353 1.477 0.763 1.333
C 2.586562 1.190207 -1.492034 -0.395 0.173 0.394
P 1.631905 -0.301472 -1.030351 -1.168 -1.015 1.020
H -1.485218 3.530043 -4.051884 0.280 0.118 0.086
H 2.718422 3.551708 -2.946049 -0.320 0.162 -0.233
H 0.766291 4.618918 -4.166909 -0.130 -0.251 0.102
H 2.894019 1.716161 -0.574367 -0.104 -0.076 -0.185
H 3.499635 0.949302 -2.049437 -0.147 -0.028 -0.032
H -2.889644 2.249649 -2.318330 0.245 -0.159 0.146
H -2.668677 1.231547 -3.664677 0.045 -0.274 0.117
H -2.051374 0.535462 -0.715501 0.188 0.409 -0.048
C 2.710417 -0.984592 0.273436 1.445 -0.093 0.142
C 2.028983 -1.472849 -2.369609 0.281 -0.100 -0.426
H -3.548973 0.191926 -1.542467 0.187 -0.079 -0.128
C -1.391094 -1.162253 -3.486287 0.216 -0.119 -0.013
C -2.952725 -2.110643 -1.831296 -0.071 0.060 -0.626
H -0.597361 -4.166197 1.147677 -0.586 -0.784 -2.044
H -1.685724 -2.124919 -3.918149 0.065 0.149 0.115
H -1.742347 -0.365691 -4.152297 -0.107 -0.295 0.310
H -0.302595 -1.094029 -3.498974 -0.360 0.062 0.185
H -3.390539 -2.470064 -2.778374 0.020 0.113 0.499
H -2.543384 -3.008548 -1.312893 -0.092 0.231 -0.398
H -3.760462 -1.713780 -1.194756 0.288 -0.214 -0.224
H 3.066135 -1.290831 -2.669642 -0.036 -0.386 -0.190
H 1.911358 -2.501687 -1.993928 0.196 0.245 -0.138
H 1.382047 -1.354475 -3.245283 0.393 0.086 0.217
H 3.702655 -0.528965 0.158382 0.197 -0.428 0.327
H 2.334619 -0.739923 1.274547 0.064 -0.101 -0.476
H 2.806561 -2.074829 0.164536 0.030 0.150 0.172
H -0.818246 -4.385889 0.385276 0.623 0.438 2.147
F -0.913190 2.097997 3.195634 -0.153 -1.197 0.446
C -1.052376 0.817002 3.636945 -0.540 0.576 0.250
F -1.234306 0.863476 4.983387 -0.079 -0.101 -1.029
F -2.204056 0.339735 3.074297 0.749 0.255 0.536
C 0.166883 -0.058149 3.190055 -0.300 -0.127 -0.987
O 0.066471 -0.248285 1.846455 0.146 0.061 1.408
C 1.459830 0.727105 3.578452 1.039 0.607 -0.128
F 1.412080 1.234483 4.842239 0.066 -0.381 -0.972
F 2.577753 -0.055524 3.501540 -0.965 0.585 0.181
F 1.649492 1.757261 2.717262 -0.101 -0.837 0.795
C 0.179488 -1.457651 3.904382 0.161 -0.313 0.455
F 0.368929 -1.394110 5.245692 -0.144 -0.166 -1.094
F -1.008077 -2.114286 3.685476 0.803 0.445 0.080
F 1.155782 -2.258841 3.381388 -0.994 0.650 0.435